{
  "formula": "C27H32Br2ClF12N2O10PS",
  "method": "ωB97M-V/def2-TZVPD",
  "total_energy_ha": -9456.2359,
  "total_charge": 0,
  "multiplicity": 1,
  "species": ["C", "C", "Br", "C", "Br", "C", "C", "C", "C", "C", "O", "C", "N", "S", "N", "C", "C", "P", "O", "Cl", "H", "H", "H", "H", "H", "H", "H", "H", "H", "H", "H", "H", "C", "C", "O", "C", "O", "C", "F", "F", "F", "H", "H", "H", "H", "H", "C", "C", "O", "C", "O", "C", "F", "F", "F", "H", "H", "H", "H", "H", "C", "C", "O", "C", "O", "C", "F", "F", "F", "H", "H", "H", "H", "H", "C", "C", "O", "C", "O", "C", "F", "F", "F", "H", "H", "H", "H", "H"],
  "positions_angstrom": [[5.232, 2.302, -0.164], [4.870, 0.978, -0.868], [6.266, 0.672, -2.227], [3.421, 1.019, -1.416], [3.183, 1.205, -3.341], [2.477, -0.078, -0.963], [1.208, 0.422, -0.497], [0.194, -0.355, -0.068], [-1.128, 0.207, 0.377], [-1.975, 0.731, -0.798], [-3.124, -0.099, -0.956], [0.427, -1.758, -0.072], [-0.435, -2.703, 0.308], [0.329, -4.099, 0.148], [1.744, -3.610, -0.410], [1.681, -2.276, -0.516], [2.716, -1.423, -0.994], [4.309, -2.069, -1.629], [4.809, -2.842, -0.278], [3.775, -3.668, -2.832], [5.885, 2.901, -0.791], [5.789, 2.084, 0.744], [4.345, 2.886, 0.069], [4.995, 0.136, -0.196], [3.000, 1.936, -1.026], [1.040, 1.492, -0.496], [-0.930, 1.015, 1.082], [-1.710, -0.576, 0.856], [-1.376, 0.712, -1.706], [-2.292, 1.762, -0.632], [-3.252, -0.288, -1.889], [4.090, -3.272, 0.204], [-3.447, -2.192, 2.512], [-4.513, -1.995, 1.458], [-5.783, -1.622, 2.048], [-5.889, -0.367, 2.432], [-5.068, 0.498, 2.328], [-7.289, -0.121, 3.035], [-7.595, -1.054, 3.939], [-8.213, -0.153, 2.067], [-7.335, 1.070, 3.623], [-3.759, -2.934, 3.248], [-2.526, -2.532, 2.037], [-3.239, -1.263, 3.042], [-4.713, -2.925, 0.932], [-4.226, -1.245, 0.721], [-4.608, 3.691, 3.672], [-3.366, 3.026, 4.219], [-2.347, 4.001, 4.542], [-2.518, 4.678, 5.664], [-3.402, 4.563, 6.459], [-1.345, 5.664, 5.851], [-1.130, 6.375, 4.739], [-0.224, 4.987, 6.137], [-1.596, 6.503, 6.846], [-4.355, 4.309, 2.809], [-5.327, 2.935, 3.362], [-5.076, 4.333, 4.417], [-2.915, 2.386, 3.464], [-3.580, 2.416, 5.096], [7.893, -3.707, -1.509], [7.601, -5.183, -1.372], [8.806, -5.982, -1.432], [9.545, -6.005, -0.338], [9.327, -5.463, 0.704], [10.779, -6.903, -0.572], [11.397, -6.589, -1.714], [10.401, -8.186, -0.640], [11.645, -6.773, 0.425], [8.438, -3.508, -2.433], [6.951, -3.165, -1.524], [8.491, -3.337, -0.678], [6.997, -5.534, -2.205], [7.071, -5.407, -0.447], [-6.295, 4.318, -5.250], [-6.392, 2.851, -4.897], [-5.127, 2.173, -5.076], [-4.222, 2.370, -4.135], [-4.327, 3.024, -3.141], [-2.945, 1.572, -4.472], [-2.553, 1.775, -5.727], [-3.173, 0.255, -4.310], [-1.962, 1.918, -3.650], [-5.930, 4.441, -6.270], [-7.279, 4.780, -5.172], [-5.616, 4.843, -4.581], [-7.075, 2.335, -5.567], [-6.735, 2.699, -3.875]],
  "atomic_forces_ev_per_a": [[0.260, -0.398, -0.034], [0.387, 0.545, -0.576], [0.024, 0.054, 0.207], [-0.027, -0.372, 0.153], [0.051, 0.061, -0.072], [-0.387, 0.306, 0.100], [0.378, 0.210, -0.084], [-0.541, -0.329, 0.233], [0.086, 0.115, -0.286], [0.072, -0.142, -0.028], [0.005, -0.060, -0.044], [0.126, 0.078, -0.221], [-0.014, -0.132, 0.135], [-0.078, -0.125, 0.041], [0.155, 0.011, 0.023], [-0.261, -0.057, 0.194], [0.145, -0.269, -0.338], [0.324, -0.001, 0.207], [-0.061, 0.014, 0.063], [-0.285, 0.047, -0.064], [-0.117, 0.126, -0.075], [-0.066, 0.094, 0.109], [-0.032, -0.007, 0.205], [-0.148, -0.041, 0.080], [-0.056, 0.124, -0.145], [0.158, 0.090, -0.047], [-0.113, -0.031, 0.125], [-0.006, 0.083, 0.236], [0.019, 0.054, -0.034], [-0.052, 0.012, 0.069], [-0.003, 0.040, -0.032], [0.010, -0.161, -0.015], [-0.090, 0.054, 0.181], [0.355, -0.105, -0.266], [-0.090, 0.029, 0.100], [0.048, -0.113, -0.127], [0.033, 0.111, 0.084], [0.084, -0.004, -0.004], [-0.040, -0.008, 0.036], [-0.059, -0.001, -0.020], [-0.036, 0.048, 0.025], [0.005, -0.052, -0.055], [-0.013, -0.016, -0.027], [0.025, 0.036, -0.054], [-0.140, -0.015, 0.060], [-0.042, 0.044, 0.106], [-0.018, 0.241, 0.050], [-0.306, -0.268, -0.206], [0.088, -0.002, -0.003], [0.007, -0.096, -0.029], [-0.020, 0.012, 0.038], [-0.071, -0.004, -0.004], [0.030, 0.038, -0.016], [0.056, -0.008, 0.004], [0.019, 0.036, 0.036], [0.000, -0.070, -0.050], [0.049, -0.049, -0.022], [0.001, -0.058, 0.055], [0.116, 0.063, 0.010], [0.022, 0.133, 0.101], [0.258, -0.013, -0.006], [-0.334, 0.119, -0.028], [0.064, -0.008, -0.036], [-0.084, -0.018, -0.023], [0.011, 0.013, 0.039], [-0.022, 0.056, 0.021], [0.042, -0.011, -0.027], [0.006, -0.050, -0.013], [0.042, -0.018, 0.027], [-0.085, -0.006, -0.043], [0.034, 0.051, -0.034], [-0.065, -0.027, 0.058], [0.075, -0.073, -0.026], [0.100, 0.014, 0.060], [0.225, 0.011, -0.021], [-0.363, 0.117, 0.004], [0.068, -0.010, -0.036], [-0.103, -0.034, -0.022], [0.016, 0.016, 0.047], [-0.032, 0.049, 0.030], [0.042, -0.020, -0.014], [-0.018, -0.046, 0.019], [0.092, 0.056, -0.094], [-0.071, -0.008, -0.023], [-0.023, -0.018, -0.010], [-0.041, -0.013, 0.055], [0.083, -0.071, -0.033], [0.118, 0.020, 0.045]],
  "lowdin_charge": [-0.134, -0.731, 0.625, -0.700, 0.713, -0.279, 0.018, -0.151, -0.089, -0.218, -0.065, -0.295, -0.212, 1.043, -0.262, -0.357, -0.298, 0.566, -0.348, 0.232, 0.050, 0.081, 0.074, 0.059, 0.056, 0.133, 0.122, 0.090, 0.105, 0.121, 0.071, 0.042, -0.059, -0.177, 0.044, -0.400, 0.159, -0.550, 0.172, 0.170, 0.169, 0.085, 0.053, 0.075, 0.129, 0.096, -0.052, -0.186, 0.032, -0.409, 0.172, -0.553, 0.166, 0.164, 0.176, 0.088, 0.060, 0.079, 0.116, 0.128, -0.054, -0.185, 0.036, -0.409, 0.170, -0.553, 0.167, 0.165, 0.174, 0.089, 0.031, 0.084, 0.124, 0.127, -0.058, -0.187, 0.037, -0.407, 0.174, -0.544, 0.183, 0.157, 0.166, 0.085, 0.085, 0.077, 0.126, 0.127]
}